ORCA calculation (ωB97M-V/def2-TZVPD) on the molecule C23H22N2O4S.

```
! RIJCOSX wB97M-V def2-TZVPD def2/J DEFGRID3
* xyz 0 1
S 2.63439 -2.07242 1.34734
O -5.40575 -1.49981 -0.01394
O -0.08956 -0.45177 -1.00470
O 0.92021 3.81539 1.60844
O -5.31212 1.19920 -1.06610
N 0.89568 0.34413 0.88833
N 2.57905 2.57202 0.75400
C 2.64291 1.38583 -1.39778
C 3.23520 0.38770 -2.16361
C -3.21000 -1.09737 0.94178
C 1.27180 2.76962 1.09538
C -2.11112 -0.28241 1.11882
C 1.66839 -2.75725 -0.92686
C -4.32150 0.60742 -0.33972
C 3.20318 -3.51205 0.61206
C -5.38448 -2.81433 0.48143
C 0.70581 -0.58430 -0.09644
C 1.56371 -1.77046 0.01522
C 4.30081 -0.35584 -1.69253
C 4.81632 -0.09897 -0.43345
C 0.33268 1.63153 0.88466
C -2.08348 0.99172 0.55833
C -6.56444 0.58025 -1.25021
C -3.21126 1.41614 -0.14156
C 2.60591 -3.74935 -0.58594
C 3.13961 1.60147 -0.10808
C -0.97175 1.90666 0.70573
C -4.31729 -0.69280 0.20308
C 4.23498 0.87635 0.35334
C 1.51287 2.18282 -1.96807
H -3.19663 -2.07882 1.38829
H 4.61840 1.08072 1.34293
H -7.04559 0.34843 -0.29742
H 1.08516 -2.74690 -1.82918
H 2.84731 0.20046 -3.15384
H -4.54644 -3.38685 0.07134
H 1.68034 0.20781 1.51076
H 5.66013 -0.66007 -0.06138
H -3.24030 2.40222 -0.57840
H -1.21790 2.95893 0.64267
H -6.48465 -0.33154 -1.84558
H -6.32146 -3.26220 0.15227
H 3.19777 3.31449 1.05636
H 4.73618 -1.12702 -2.30996
H -7.16477 1.31353 -1.78926
H -1.28822 -0.63576 1.71914
H -5.34117 -2.83523 1.57542
H 2.82828 -4.60209 -1.20177
H 3.94556 -4.09862 1.11629
H 1.68700 2.36779 -3.02601
H 1.39458 3.13551 -1.45704
H 0.57995 1.62499 -1.87637
*
```

Computed properties:
- SMILES string = COc1ccc(/C=C(\NC(=O)c2cccs2)C(=O)Nc2ccccc2C)cc1OC
- E_HOMO (Ha) = -0.28331
- energy above the lowest of the compared OMol25 structures with the same formula, charge and spin (kJ/mol) = 196.3
- E_tot (eV) = -46213.1356
- LUMO energy (eV) = 0.19
- Kohn-Sham gap (hartree) = 0.290